#1
Here is a molecular structure, C6H10N2O from OMol25. Energies are from ωB97M-V with the def2-TZVPD basis set.

Last column: Mulliken charge in e.
CARTESIAN COORDINATES (ANGSTROEM)
O: 4.009 -1.303 0.150  -0.3165
N: -0.267 -0.603 -0.849  -0.2325
N: -1.477 -1.234 -0.905  -0.5192
C: -1.139 1.480 0.332  -0.9839
C: 3.020 -0.831 0.225  0.0507
C: -2.222 -1.307 0.368  -0.5842
C: 2.695 0.585 -0.448  -0.3131
C: 1.448 1.060 -0.399  -0.2448
C: -0.003 0.558 -0.252  0.7634
H: -2.881 -0.334 0.255  0.2537
H: 2.006 -1.286 0.737  0.1905
H: -1.452 1.584 1.497  0.2238
H: -1.620 -1.326 1.583  0.1749
H: -0.914 2.501 0.048  0.3415
H: 3.430 1.500 -0.664  0.2281
H: -2.837 -2.283 0.488  0.3058
H: 1.412 2.160 -0.827  0.1305
H: -2.207 1.017 0.002  0.2024
H: -1.000 -1.940 -1.342  0.3288

Results
HOMO (Ha): -0.316
E_LUMO (eV): 0.486
Multiplicity: 1
Gap between HOMO and LUMO (eV): 9.09

#2
Here is a molecular structure, C6H10N2O from OMol25. Energies are from ωB97M-V with the def2-TZVPD basis set.

Last column: Mulliken charge in e.
CARTESIAN COORDINATES (ANGSTROEM)
O: -0.911 1.189 0.912  -0.5613
N: 0.737 -0.597 1.966  -0.7172
N: -1.219 1.678 -1.590  -0.7268
C: 0.392 -0.382 0.576  0.8341
C: 0.095 1.206 -1.214  -0.4831
C: 1.031 -1.477 -0.254  -1.5618
C: 0.391 1.171 0.264  -0.0382
C: -1.127 -0.063 0.262  -0.0553
C: -1.126 0.290 -1.212  -0.4346
H: -1.258 -0.473 -1.961  0.4755
H: -1.566 2.147 -0.787  0.3244
H: 2.067 -1.667 0.135  0.4009
H: -1.800 -0.830 0.654  0.4892
H: 1.035 -1.200 -1.307  0.3624
H: 0.420 -1.512 2.250  0.2252
H: 0.895 1.072 -1.928  0.4712
H: 0.349 -2.376 -0.156  0.3139
H: 1.205 1.743 0.811  0.4335
H: 0.389 0.081 2.580  0.2480

Results
HOMO (Ha): -0.334
E_LUMO (eV): 0.987
Multiplicity: 1
Gap between HOMO and LUMO (eV): 10.09

#3
Here is 4 unconnected molecules or ions with the total composition C6H10N2O from OMol25. Energies are from ωB97M-V with the def2-TZVPD basis set.

Last column: Mulliken charge in e.
CARTESIAN COORDINATES (ANGSTROEM)
O: -2.342 -0.748 0.690  -0.3696
N: 1.929 -1.909 -0.310  -0.5483
N: 2.081 -0.609 -0.217  -0.1566
C: 1.667 1.712 0.514  -0.8135
C: -1.261 0.520 -0.948  -0.2422
C: -0.923 -0.755 0.985  -0.4697
C: -2.584 -0.005 -0.474  -0.1914
C: 1.306 0.484 -0.171  0.3717
C: -0.176 0.160 -0.092  -0.0070
H: -0.001 2.324 0.900  0.2312
H: 2.676 1.610 1.833  0.2378
H: 2.798 -2.270 -0.414  0.2338
H: -3.187 1.049 -0.623  0.2044
H: -0.556 -1.755 0.936  0.2695
H: -1.121 1.379 -1.759  0.2556
H: -3.058 -0.652 -1.303  0.2318
H: 2.445 2.586 -0.661  0.2010
H: -0.749 -0.457 1.909  0.2944
H: 1.055 -2.664 -0.795  0.2671

Results
HOMO (Ha): -0.306
E_LUMO (eV): -0.318
Multiplicity: 1
Gap between HOMO and LUMO (eV): 8.02

Which of them is most stable, and which least? Most stable: #2; least stable: #3.

#1
Here is 2 unconnected molecules or ions with the total composition C6H10N2O from OMol25. Energies are from ωB97M-V with the def2-TZVPD basis set.

Last column: Mulliken charge in e.
CARTESIAN COORDINATES (ANGSTROEM)
O: -0.948 -1.451 -0.410  -0.3700
N: -1.042 0.738 -0.703  0.0201
N: -0.600 2.782 -0.940  -0.5527
C: -2.010 1.380 0.055  -0.4066
C: -0.719 -1.805 0.822  -0.2050
C: -1.748 2.695 -0.182  -0.3962
C: 0.450 -1.202 1.690  -0.9014
C: -0.213 1.563 -1.299  0.5927
C: 0.911 1.447 -2.295  -0.9678
H: 1.759 2.237 -2.256  0.2981
H: -2.574 0.915 0.802  0.4206
H: -1.602 -1.906 1.467  0.3220
H: -2.170 3.591 0.241  0.4037
H: 0.451 1.739 -3.218  0.2481
H: 0.049 -0.341 2.207  0.2473
H: 1.420 0.460 -2.234  0.2848
H: -0.515 -2.954 0.866  0.3429
H: 1.364 -0.896 1.134  0.2694
H: 0.774 -1.849 2.551  0.3499

Results
HOMO (alpha / beta) (Ha): -0.322 / -0.322
E_LUMO (alpha / beta) (eV): -2.937 / -2.940
Multiplicity: 1
Gap between HOMO and LUMO (alpha / beta) (eV): 5.82 / 5.82

#2
Here is a single C6H10N2O molecule from OMol25. Energies are from ωB97M-V with the def2-TZVPD basis set.

Last column: Mulliken charge in e.
CARTESIAN COORDINATES (ANGSTROEM)
O: -0.331 2.369 -0.265  -0.7603
N: 0.950 0.478 0.048  0.2364
N: 1.201 -1.587 -1.144  -0.6089
C: 1.087 -1.677 1.256  -1.2454
C: -1.388 0.230 -0.314  -0.3002
C: -0.381 1.150 -0.170  0.7675
C: -2.777 0.678 -0.624  -1.2718
C: 1.986 1.233 0.189  -0.2352
C: 1.054 -0.977 -0.062  0.3121
H: -3.426 0.585 0.253  0.2642
H: -1.260 -0.810 -0.052  0.2688
H: 1.816 2.300 0.144  0.2890
H: 0.930 -2.743 1.100  0.3818
H: -2.768 1.722 -0.938  0.3083
H: 2.966 0.811 0.337  0.2807
H: 2.063 -1.524 1.726  0.3478
H: 1.172 -1.025 -1.988  0.2938
H: -3.215 0.061 -1.418  0.3191
H: 0.322 -1.275 1.921  0.3523

Results
HOMO (alpha / beta) (Ha): -0.267 / -0.267
E_LUMO (alpha / beta) (eV): -0.495 / -0.497
Multiplicity: 1
Gap between HOMO and LUMO (alpha / beta) (eV): 6.77 / 6.77

Which of them is most stable, and which least? Most stable: #2; least stable: #1.

#1
Here is a single C6H10N2O molecule from OMol25. Energies are from ωB97M-V with the def2-TZVPD basis set.

Last column: Mulliken charge in e.
CARTESIAN COORDINATES (ANGSTROEM)
O: -2.213 1.140 0.460  -0.5877
N: -1.041 0.133 -1.882  -0.6288
N: 1.348 0.297 2.146  -0.6023
C: -0.563 -0.532 -0.682  0.0058
C: 1.046 -0.502 0.978  -0.0176
C: 0.951 -0.564 -0.593  0.1211
C: 1.834 -0.573 -1.536  -0.8189
C: -1.088 0.219 0.658  -0.0605
C: 0.204 0.696 1.274  -0.1948
H: 2.875 -0.502 -1.235  0.3078
H: -0.572 1.041 -2.000  0.2253
H: -1.418 -0.683 1.270  0.2305
H: 0.511 1.604 0.768  0.3059
H: 0.651 -1.555 1.244  0.2289
H: -2.021 0.122 -1.905  0.2414
H: -1.171 -1.450 -0.855  0.2448
H: 1.553 -0.399 -2.606  0.2926
H: -1.977 1.690 1.464  0.4145
H: 1.090 -0.183 3.034  0.2918

Results
HOMO (Ha): -0.317
Structure (SMILES): C=C1[C@H]2N[C@@H]2[C@@H](O)[C@H]1N
E_LUMO (eV): 0.604
Multiplicity: 1
Gap between HOMO and LUMO (eV): 9.23

#2
Here is 2 unconnected molecules or ions with the total composition C6H10N2O from OMol25. Energies are from ωB97M-V with the def2-TZVPD basis set.

Last column: Mulliken charge in e.
CARTESIAN COORDINATES (ANGSTROEM)
O: 2.231 0.988 1.271  -0.5191
N: -1.438 -1.686 -0.256  -0.7841
N: -1.462 1.154 -1.858  -0.4267
C: 0.935 0.736 1.010  -0.2293
C: -1.929 0.171 1.135  -1.4491
C: 1.375 -0.993 -0.706  -2.1538
C: -0.333 1.423 -1.735  0.1591
C: -1.053 -0.559 0.160  0.7696
C: 0.438 -0.059 0.031  0.8877
H: -0.816 -2.223 -0.850  0.2138
H: 0.911 -1.309 -1.640  0.4730
H: -2.943 -0.201 1.021  0.3928
H: 1.597 -1.894 -0.132  0.3436
H: 2.801 0.414 0.741  0.3081
H: 0.305 1.369 1.617  0.3630
H: 2.317 -0.504 -0.957  0.6332
H: 0.577 1.945 -1.958  0.3213
H: -1.596 -0.015 2.156  0.3362
H: -1.917 1.241 0.949  0.3606

Results
HOMO (Ha): -0.327
Structure (SMILES): [H]/N=C(C)\C(C)=C\O.C#N
E_LUMO (eV): 0.436
Multiplicity: 1
Gap between HOMO and LUMO (eV): 9.33

Which of them is most stable, and which least? Most stable: #2; least stable: #1.

#1
Here is a single C6H10N2O molecule from OMol25. Energies are from ωB97M-V with the def2-TZVPD basis set.

Last column: Mulliken charge in e.
CARTESIAN COORDINATES (ANGSTROEM)
O: -1.204 -2.137 -0.858  -0.5479
N: 0.457 1.407 0.002  0.0206
N: 1.055 3.712 0.780  -0.5614
C: -0.917 1.046 -0.289  -0.7811
C: -0.446 -1.393 0.085  0.2926
C: 0.773 2.618 0.454  0.4839
C: 1.450 0.304 0.179  -0.7329
C: -1.317 -0.208 0.492  -0.8046
C: 0.937 -0.965 -0.501  -0.8172
H: 1.694 -1.781 -0.368  0.3986
H: 0.819 -0.747 -1.568  0.3003
H: -0.728 -2.940 -1.071  0.3304
H: -1.127 0.897 -1.351  0.2485
H: -1.212 0.024 1.572  0.3322
H: -1.575 1.864 0.040  0.4423
H: 2.408 0.616 -0.240  0.4285
H: -0.256 -1.964 1.042  0.2215
H: 1.560 0.125 1.258  0.3549
H: -2.372 -0.477 0.342  0.3908

Results
HOMO (Ha): -0.333
Structure (SMILES): N#CN1CCC(O)CC1
E_LUMO (eV): 0.578
Multiplicity: 1
Gap between HOMO and LUMO (eV): 9.65

#2
Here is a molecular structure, C6H10N2O from OMol25. Energies are from ωB97M-V with the def2-TZVPD basis set.

Last column: Mulliken charge in e.
CARTESIAN COORDINATES (ANGSTROEM)
O: -2.201 0.428 -1.691  -0.7041
N: -0.615 -0.502 -2.648  -0.5359
N: 1.107 0.076 -0.164  -0.3929
C: -0.078 0.797 -0.576  0.3792
C: 1.099 -0.945 2.063  -0.4888
C: 1.234 -0.798 3.257  0.1323
C: -0.865 1.350 0.612  -1.5036
C: -1.014 -0.015 -1.480  0.2702
C: 0.948 -1.145 0.610  -0.6498
H: 1.414 -0.613 4.302  0.4162
H: 0.261 1.646 -1.191  0.3274
H: 0.231 -1.057 -2.612  0.1960
H: -1.362 0.546 1.172  0.3096
H: -1.841 -0.179 -3.041  0.4903
H: -1.622 2.064 0.270  0.3895
H: 1.798 -0.012 -0.898  0.3174
H: 1.710 -1.869 0.288  0.3914
H: -0.181 1.870 1.294  0.3908
H: -0.024 -1.641 0.433  0.2647

Results
HOMO (Ha): -0.344
E_LUMO (eV): 0.455
Multiplicity: 1
Gap between HOMO and LUMO (eV): 9.81

Which of them is most stable, and which least? Most stable: #1; least stable: #2.